ORCA calculation (the ωB97M-V functional and the def2-TZVPD basis) on a 2-piece molecular cluster, C7H14Se overall in a non-equilibrium geometry.

Geometry (Å):
C (0.2001, -2.6551, 0.3540)
C (0.4567, -1.5593, 0.9777)
C (-2.7727, 1.8259, 0.2109)
C (3.1228, -0.8964, -0.7660)
C (-1.6954, 0.8142, -0.1743)
C (-0.3469, 1.4206, 0.0807)
C (0.6910, 0.3931, -0.3374)
Se (2.4204, 0.8081, 0.0242)
H (0.4791, -3.7161, 0.8318)
H (-0.3370, -2.5462, -0.6062)
H (1.0629, -1.4210, 1.9290)
H (-2.7519, 2.8378, -0.1442)
H (-2.7135, 2.0843, 1.2323)
H (-3.8275, 1.6112, 0.1698)
H (4.0149, -1.0738, -0.0905)
H (2.3629, -1.7079, -0.4425)
H (3.1497, -0.6836, -1.7661)
H (-1.5764, -0.1596, 0.4541)
H (-1.6425, 0.6554, -1.2675)
H (-0.3754, 1.7560, 1.0704)
H (-0.2662, 2.3211, -0.4042)
H (0.3447, -0.1087, -1.3360)

Cartesian forces, eV/Å:
-0.364 -3.118 -0.087
1.775 4.041 0.467
-0.739 -0.205 0.607
-0.977 -0.811 5.134
0.128 -0.352 -0.057
-0.037 -2.335 0.071
-2.839 -2.354 0.577
1.419 -0.609 -0.284
-0.875 2.259 -1.296
0.423 -0.775 0.411
-0.880 -0.076 -1.171
0.779 0.399 -1.371
0.553 -0.220 1.793
-0.371 -0.986 -0.658
-0.475 0.104 -1.780
1.193 1.485 -0.915
0.839 -0.130 -2.432
-1.285 1.443 -1.345
-0.829 -0.625 0.449
0.819 -0.092 2.076
0.537 2.145 -1.997
1.206 0.811 1.808

E_LUMO (alpha / beta)	0.021 / 0.021	Ha
total charge	0
frontier orbital gap (alpha / beta)	0.3011 / 0.3011	hartree
energy above the lowest of the compared OMol25 structures with the same formula, charge and spin	63.01	kcal per mole
energy	-72826.598	eV